Molecular formula: C10H22O6
Method: DFT, wB97M-V/def2-TZVPD

Output
HOMO-LUMO gap ... 8.5 eV
Charge ... 0
Energy relative to the best compared isomer or geometry (same formula, charge and spin) ... 232.80 kJ/mol
Structure (SMILES) ... Oc1ccc(O)cc1.CO.CO.CO.CO
Highest occupied orbital energy ... -8.07 eV

Element x y z (Å)
C (0.48, -3.86, -0.53)
O (0.49, -3.98, -1.89)
H (0.68, -2.84, -0.24)
H (1.01, -4.65, -0.03)
H (-0.59, -3.98, -0.06)
H (0.36, -3.15, -2.21)
C (-0.25, 0.02, -1.80)
O (1.04, -0.35, -2.08)
H (-0.88, -0.55, -1.06)
H (-0.82, -0.06, -2.76)
H (-0.45, 1.07, -1.42)
H (1.44, 0.09, -2.74)
C (1.61, 2.66, -3.76)
O (2.03, 1.47, -4.17)
H (2.50, 3.19, -3.66)
H (0.81, 2.59, -3.08)
H (1.08, 3.17, -4.59)
H (2.72, 1.54, -4.70)
C (-2.62, -1.17, 1.02)
O (-3.32, -2.34, 1.61)
H (-2.79, -0.31, 1.64)
H (-2.87, -1.02, 0.05)
H (-1.51, -1.49, 1.10)
H (-3.07, -2.31, 2.40)
C (0.78, -0.18, 2.83)
C (-0.03, 0.57, 3.72)
C (-0.50, 1.79, 3.38)
C (-0.52, 2.16, 2.01)
C (0.27, 1.55, 1.13)
C (0.96, 0.37, 1.50)
O (1.92, -0.12, 0.61)
O (-1.01, 2.63, 4.33)
H (1.01, -1.20, 3.12)
H (-0.19, -0.04, 4.48)
H (-1.10, 3.15, 1.75)
H (0.57, 2.07, 0.22)
H (1.74, -0.02, -0.27)
H (-1.01, 3.52, 4.15)

---

Molecular formula: C10H23AgNO4P
Method: DFT, wB97M-V/def2-TZVPD

Output
Multiplicity ... 2
HOMO-LUMO gap (alpha / beta) ... 7.2 / 7.3 eV
Charge ... +1
Highest occupied orbital energy (alpha / beta) ... -12.08 / -12.15 eV

Element x y z (Å)
C (2.17, 2.09, 1.17)
C (0.64, 1.52, 1.50)
O (0.49, 1.04, 2.88)
P (-0.35, -0.48, 2.99)
O (0.12, -1.12, 4.39)
C (0.23, -1.79, 1.67)
C (-0.78, -1.90, 0.38)
N (-0.03, -2.66, -0.73)
C (0.90, -1.73, -1.47)
C (0.86, -1.93, -3.13)
C (2.08, -1.08, -3.89)
O (1.51, 0.03, -4.71)
C (0.89, 1.05, -3.82)
O (-2.09, -0.36, 3.13)
C (-2.70, 0.38, 2.02)
C (-3.56, 1.72, 2.48)
H (2.83, 2.20, 2.15)
H (2.09, 3.19, 0.70)
H (2.68, 1.43, 0.35)
H (-0.05, 2.49, 1.42)
H (0.26, 0.80, 0.66)
H (0.21, -2.85, 2.22)
H (1.33, -1.63, 1.33)
H (-1.72, -2.57, 0.65)
H (-1.08, -0.88, -0.09)
H (0.76, -0.59, -1.21)
H (2.01, -2.01, -1.13)
H (1.00, -3.06, -3.43)
H (-0.17, -1.58, -3.60)
H (2.73, -1.75, -4.59)
H (2.82, -0.61, -3.08)
H (1.18, 2.15, -4.17)
H (-0.29, 0.95, -3.90)
H (1.28, 0.96, -2.71)
H (-3.52, -0.36, 1.54)
H (-1.99, 0.67, 1.14)
H (-4.12, 2.11, 1.50)
H (-4.39, 1.36, 3.23)
H (-2.90, 2.60, 2.87)
Ag (-1.32, 2.20, 3.31)

---

Molecular formula: C10H23BN3O2
Method: DFT, wB97M-V/def2-TZVPD

Output
HOMO-LUMO gap ... 9.4 eV
Charge ... +1
Structure (SMILES) ... [H]/N=C(/C)C[N@@H+]1C[C@H](B(O)OC)C[C@H]1CCN
Highest occupied orbital energy ... -12.28 eV

Element x y z (Å)
C (-0.03, 1.82, 3.80)
O (0.28, 2.61, 2.66)
B (-0.64, 2.80, 1.68)
O (-1.89, 3.34, 1.94)
C (-0.26, 2.47, 0.16)
C (-1.27, 1.48, -0.45)
C (-0.66, 0.12, -0.11)
C (-1.42, -1.08, -0.63)
C (-1.62, -1.16, -2.15)
N (-1.66, -2.53, -2.65)
N (0.76, 0.37, -0.60)
C (1.82, -0.61, -0.22)
C (1.75, -1.97, -0.92)
C (2.14, -3.12, -0.05)
N (1.44, -2.15, -2.13)
C (1.08, 1.72, 0.03)
H (-1.07, 1.95, 4.11)
H (0.17, 0.76, 3.60)
H (0.60, 2.14, 4.63)
H (-2.61, 2.72, 2.07)
H (-0.24, 3.43, -0.38)
H (-2.31, 1.59, -0.15)
H (-1.21, 1.55, -1.54)
H (-0.51, -0.01, 0.97)
H (-0.99, -2.01, -0.23)
H (-2.41, -0.99, -0.16)
H (-0.85, -0.57, -2.67)
H (-2.57, -0.68, -2.39)
H (-1.35, -3.19, -1.94)
H (-1.04, -2.66, -3.44)
H (0.74, 0.48, -1.61)
H (1.76, -0.72, 0.86)
H (2.78, -0.16, -0.49)
H (3.09, -2.91, 0.44)
H (1.39, -3.26, 0.74)
H (2.24, -4.02, -0.65)
H (1.24, -1.28, -2.63)
H (1.45, 1.52, 1.03)
H (1.88, 2.19, -0.53)

---

Molecular formula: C10H23IrN6O2S
Method: DFT, wB97M-V/def2-TZVPD

Output
HOMO-LUMO gap ... 8.0 eV
Charge ... +2
Energy relative to the best compared isomer or geometry (same formula, charge and spin) ... 2.15 kJ/mol
Highest occupied orbital energy ... -14.39 eV

Element x y z (Å)
Ir (0.38, 1.93, -0.11)
N (1.09, 0.95, -1.86)
C (0.75, -0.49, -1.71)
C (0.69, -1.27, -3.01)
C (-0.42, -0.83, -3.98)
C (-1.13, -2.00, -4.64)
N (-1.86, -2.76, -3.61)
C (-2.70, -3.74, -3.88)
N (-2.83, -4.22, -5.11)
N (-3.45, -4.25, -2.90)
C (-0.56, -0.59, -0.92)
O (-1.31, -1.53, -1.02)
O (-0.77, 0.38, -0.04)
H (0.64, 1.34, -2.68)
H (2.09, 1.06, -2.01)
H (1.51, -0.92, -1.06)
H (0.56, -2.32, -2.74)
H (1.67, -1.21, -3.50)
H (-0.01, -0.21, -4.78)
H (-1.17, -0.22, -3.47)
H (-0.39, -2.65, -5.12)
H (-1.83, -1.65, -5.39)
H (-1.72, -2.48, -2.64)
H (-2.17, -3.97, -5.84)
H (-3.53, -4.90, -5.34)
H (-3.46, -3.84, -1.98)
H (-3.95, -5.12, -3.02)
C (2.22, 1.92, 0.61)
H (2.45, 2.97, 0.33)
H (2.93, 1.26, 0.12)
H (2.29, 1.82, 1.69)
S (-0.56, 3.14, 1.63)
C (-0.81, 2.08, 2.97)
N (-0.97, 0.77, 2.93)
C (-1.17, 0.20, 4.27)
C (-1.35, 1.47, 5.14)
N (-0.92, 2.53, 4.21)
H (-1.02, 0.26, 2.06)
H (-0.29, -0.38, 4.57)
H (-2.04, -0.44, 4.30)
H (-0.72, 1.45, 6.03)
H (-2.38, 1.63, 5.43)
H (-0.85, 3.50, 4.45)

---

Molecular formula: C10H23N4O2
Method: DFT, wB97M-V/def2-TZVPD

Output
HOMO-LUMO gap ... 8.2 eV
Charge ... +1
Structure (SMILES) ... C=CCN/C(NC)=[NH+]/OCCNC[C@@H](C)O
Highest occupied orbital energy ... -11.65 eV

Element x y z (Å)
C (4.42, 2.69, -0.34)
C (5.21, 1.56, -0.64)
C (4.62, 0.28, -1.41)
N (3.14, 0.31, -1.43)
C (2.52, -0.67, -0.58)
N (3.20, -1.56, 0.30)
C (3.76, -0.90, 1.51)
N (1.19, -0.72, -0.67)
O (0.42, -1.59, 0.01)
C (-0.79, -0.97, 0.54)
C (-2.05, -1.77, -0.07)
N (-3.14, -0.86, -0.50)
C (-3.94, -0.35, 0.65)
C (-5.41, 0.14, 0.24)
C (-5.61, 1.65, 0.71)
O (-5.69, -0.01, -1.17)
H (3.75, 3.19, -1.11)
H (4.45, 3.20, 0.67)
H (6.29, 1.62, -0.32)
H (5.09, -0.68, -1.07)
H (4.95, 0.42, -2.49)
H (2.84, 0.18, -2.40)
H (2.68, -2.42, 0.50)
H (2.96, -0.79, 2.29)
H (4.32, 0.06, 1.30)
H (4.53, -1.62, 1.94)
H (0.69, -0.08, -1.31)
H (-0.88, -1.05, 1.67)
H (-0.88, 0.11, 0.24)
H (-1.69, -2.34, -0.99)
H (-2.45, -2.50, 0.71)
H (-2.77, -0.07, -1.04)
H (-3.36, 0.46, 1.21)
H (-4.07, -1.21, 1.37)
H (-6.17, -0.48, 0.82)
H (-4.68, 2.24, 0.40)
H (-5.70, 1.63, 1.84)
H (-6.52, 2.13, 0.26)
H (-5.27, 0.75, -1.62)

---

Molecular formula: C10H24BO8
Method: DFT, wB97M-V/def2-TZVPD

Output
HOMO-LUMO gap ... 6.8 eV
Charge ... -1
Highest occupied orbital energy ... -3.91 eV

Element x y z (Å)
O (-0.15, -2.92, 3.10)
C (-0.49, -2.74, 1.74)
C (0.70, -3.23, 0.92)
O (1.18, -2.36, -0.10)
C (1.48, -1.04, 0.27)
O (2.19, -0.93, 1.48)
C (2.44, 0.45, 1.78)
C (1.64, 0.97, 3.00)
O (2.46, 0.76, 4.16)
C (1.31, 2.49, 3.00)
O (0.13, 2.69, 2.29)
B (-0.53, 1.35, 2.33)
O (0.40, 0.43, 3.09)
H (-0.68, -2.29, 3.60)
H (-1.35, -3.38, 1.53)
H (-0.78, -1.73, 1.50)
H (0.41, -4.13, 0.40)
H (1.47, -3.51, 1.63)
H (0.58, -0.43, 0.29)
H (2.11, -0.63, -0.52)
H (3.49, 0.53, 2.02)
H (2.26, 1.06, 0.90)
H (3.01, 1.55, 4.23)
H (1.02, 2.63, 4.04)
H (2.12, 3.17, 2.75)
H (-1.68, 1.29, 2.75)
H (-0.60, 0.96, 1.14)
C (-1.40, 1.90, -4.78)
O (-1.78, 0.54, -4.79)
C (-0.81, -0.31, -4.21)
C (-1.18, -0.71, -2.80)
O (-1.15, 0.40, -1.92)
C (-2.43, 0.91, -1.62)
H (-2.27, 2.50, -5.04)
H (-1.04, 2.21, -3.79)
H (-0.61, 2.09, -5.52)
H (0.18, 0.16, -4.22)
H (-0.76, -1.21, -4.83)
H (-0.44, -1.43, -2.43)
H (-2.16, -1.19, -2.78)
H (-2.95, 0.24, -0.93)
H (-3.03, 1.05, -2.53)
H (-2.30, 1.87, -1.13)

---

Molecular formula: C10H24ClI2N2P2Pb
Method: DFT, wB97M-V/def2-TZVPD

Output
HOMO-LUMO gap ... 4.2 eV
Charge ... +3
Highest occupied orbital energy ... -16.58 eV

Element x y z (Å)
I (0.25, 2.13, -5.67)
I (-0.30, 3.97, -3.83)
Pb (0.00, 0.13, -0.88)
P (-2.41, -0.07, -0.95)
C (-3.27, 1.04, 0.15)
C (-2.99, 0.29, -2.61)
H (-4.08, 0.14, -2.64)
H (-4.08, -1.76, -0.72)
H (-2.51, -0.38, -3.33)
H (-2.50, -2.46, -1.23)
H (-3.01, 2.08, -0.07)
H (-2.75, 1.32, -2.89)
C (-2.98, -1.73, -0.57)
H (-4.35, 0.90, 0.01)
H (-2.75, -1.99, 0.47)
H (-3.01, 0.83, 1.20)
P (2.41, -0.04, -0.95)
C (3.25, 1.07, 0.15)
C (3.00, -1.69, -0.57)
H (2.51, -0.35, -3.33)
H (4.08, 0.19, -2.63)
H (2.74, 1.35, -2.88)
C (2.98, 0.32, -2.60)
H (2.52, -2.43, -1.23)
H (4.09, -1.72, -0.71)
H (4.34, 0.94, 0.02)
H (2.99, 0.86, 1.20)
H (2.77, -1.96, 0.47)
H (2.99, 2.11, -0.06)
Cl (0.01, -1.71, -2.56)
C (0.00, 0.81, 4.70)
N (0.00, 0.13, 3.40)
C (0.02, -1.33, 3.23)
C (0.02, -1.56, 1.93)
N (0.00, -0.31, 1.28)
C (-0.01, 0.67, 2.20)
H (-0.89, 0.52, 5.27)
H (0.90, 0.54, 5.27)
H (-0.02, 1.88, 4.52)
H (0.03, -1.97, 4.04)
H (0.03, -2.46, 1.40)
H (-0.02, 1.70, 1.99)

---

Molecular formula: C10H24N2O3
Method: DFT, wB97M-V/def2-TZVPD

Output
HOMO-LUMO gap ... 9.5 eV
Charge ... 0
Energy relative to the best compared isomer or geometry (same formula, charge and spin) ... 889.51 kJ/mol
Structure (SMILES) ... CCNC[C@@H](O)COC[C@H](O)CNCC
Highest occupied orbital energy ... -8.87 eV

Element x y z (Å)
C (2.45, 2.78, 1.51)
H (2.31, 3.83, 1.39)
H (3.62, 2.77, 1.63)
H (1.88, 2.28, 2.19)
C (2.10, 1.95, -0.06)
N (2.26, 0.61, 0.22)
H (3.19, 0.39, 0.61)
C (2.02, 0.02, -1.20)
C (2.44, -1.44, -1.09)
O (3.94, -1.60, -0.88)
H (4.25, -0.95, -1.62)
C (1.81, -2.11, 0.12)
O (0.53, -2.38, 0.13)
C (-0.04, -1.22, 1.22)
C (-1.58, -1.26, 0.78)
O (-2.21, -2.57, 1.11)
H (-1.54, -3.28, 0.51)
C (-1.89, -0.67, -0.39)
N (-3.15, -0.49, -0.90)
H (-3.67, -1.46, -0.49)
C (-4.10, 0.44, -0.28)
C (-3.94, 1.89, -0.70)
H (-2.82, 2.27, -0.62)
H (-4.02, 1.76, -1.76)
H (-4.52, 2.70, -0.71)
H (-3.78, 0.55, 0.88)
H (-5.09, -0.02, -0.33)
H (-1.29, -1.06, -1.26)
H (-1.54, 0.36, -0.39)
H (-2.02, -0.70, 1.77)
H (0.39, -0.20, 1.06)
H (0.07, -1.72, 2.08)
H (2.27, -3.21, 0.18)
H (2.31, -1.89, 1.11)
H (2.13, -2.04, -1.90)
H (1.01, 0.23, -1.23)
H (2.58, 0.48, -2.11)
H (2.66, 2.63, -0.45)
H (0.99, 2.31, -0.12)

---

Number 1: largest force on an atom 11.41 eV Å⁻¹, E -845.44183 Ha. Number 2: largest force on an atom 9.35 eV Å⁻¹, E -1238.29751 Ha. Number 3: largest force on an atom 0.86 eV Å⁻¹, E -734.25155 Ha. Number 4: largest force on an atom 0.25 eV Å⁻¹, E -1375.94037 Ha. Number 5: largest force on an atom 3.73 eV Å⁻¹, E -763.87042 Ha. Number 6: largest force on an atom 1.57 eV Å⁻¹, E -1022.17790 Ha. Number 7: largest force on an atom 3.56 eV Å⁻¹, E -2435.07198 Ha. Number 8: largest force on an atom 11.14 eV Å⁻¹, E -730.28736 Ha.